# 1
118
Properties=species:S:1:pos:R:3:forces:R:3 method="wB97M-V/def2-TZVPD" homo_lumo_gap_ev=6.08 fmax_ev_per_a=0.45 mol_weight_g_mol=1159.150
Pb 0.228 1.440 -1.221 -0.21 -0.33 0.21
O 0.361 -2.119 -4.787 -0.12 -0.05 -0.03
C 0.277 -1.034 -4.011 0.08 0.05 0.23
O 1.103 -0.754 -3.176 0.00 -0.06 -0.04
C -0.940 -0.208 -4.281 -0.18 0.02 -0.11
C -1.796 -0.470 -5.334 0.03 -0.04 -0.02
C -2.873 0.390 -5.531 0.01 0.00 0.00
C -3.052 1.456 -4.675 -0.03 -0.02 0.01
C -2.151 1.631 -3.625 0.10 0.08 0.08
N -1.129 0.813 -3.443 0.06 -0.02 -0.14
C -2.328 2.800 -2.640 -0.02 0.07 -0.04
O -3.329 3.477 -2.793 -0.01 0.06 0.04
O -1.409 2.967 -1.758 0.06 -0.21 0.00
H 1.117 -2.641 -4.478 0.11 0.00 0.05
H -1.618 -1.317 -5.979 -0.01 0.01 -0.01
H -3.559 0.219 -6.350 0.00 0.01 0.00
H -3.868 2.158 -4.772 0.00 0.01 0.00
C -1.420 -4.424 0.336 0.06 0.06 0.02
C -0.901 -3.285 -0.550 -0.07 0.09 0.04
C -1.694 -3.208 -1.859 0.07 0.03 0.05
C 0.586 -3.459 -0.821 -0.06 0.06 -0.13
C 0.911 -4.580 -1.572 0.00 -0.06 -0.08
C 2.193 -4.828 -2.021 -0.02 0.03 0.03
C 3.193 -3.988 -1.584 -0.02 -0.01 0.01
C 2.953 -2.925 -0.713 0.05 0.09 0.05
C 4.252 -2.321 -0.154 -0.04 0.01 -0.11
C 5.212 -3.409 0.351 -0.01 0.02 0.06
C 4.966 -1.435 -1.187 -0.04 -0.02 0.05
C 1.607 -2.572 -0.405 0.23 -0.14 -0.03
N 1.229 -1.350 0.238 -0.31 0.14 0.00
C 0.379 -1.324 1.383 0.16 -0.07 0.14
C -0.696 -0.449 1.646 0.15 0.20 -0.02
N -1.018 0.677 0.988 -0.18 0.06 -0.06
C -2.277 1.323 1.229 0.01 -0.08 0.11
C -2.393 2.465 2.057 -0.09 -0.05 0.15
C -3.626 3.092 2.205 0.00 -0.02 0.05
C -4.763 2.636 1.570 -0.04 -0.02 -0.04
C -4.655 1.529 0.757 -0.02 0.02 0.05
C -3.442 0.871 0.572 0.11 0.08 -0.01
C -3.471 -0.329 -0.349 -0.07 -0.02 -0.05
C -4.117 -1.520 0.373 0.08 0.01 -0.06
C -4.247 -0.028 -1.644 0.08 0.03 0.08
C -1.261 3.118 2.832 0.13 -0.11 -0.08
C -0.406 3.948 1.871 -0.11 0.05 0.08
C -0.474 2.168 3.743 -0.02 0.09 -0.05
C -1.336 -0.965 2.923 -0.06 -0.02 -0.02
C -2.409 -0.600 3.701 0.02 -0.08 -0.16
C -2.700 -1.362 4.862 -0.03 0.01 0.01
C -1.953 -2.448 5.244 0.01 -0.01 0.01
C -0.834 -2.842 4.470 0.02 0.07 -0.05
C 0.057 -3.925 4.727 -0.01 -0.01 0.00
C 1.101 -4.151 3.870 -0.01 -0.02 0.04
C 1.341 -3.355 2.716 -0.02 0.03 -0.04
C 0.492 -2.310 2.441 0.03 -0.08 0.01
C -0.577 -2.076 3.342 -0.02 0.00 -0.07
H -2.457 -4.243 0.613 -0.09 0.01 0.00
H -0.832 -4.508 1.252 -0.02 0.00 -0.03
H -1.375 -5.382 -0.189 0.00 0.00 0.01
H -1.063 -2.352 -0.017 -0.01 -0.01 -0.02
H -1.472 -4.042 -2.524 -0.02 -0.02 -0.02
H -1.471 -2.283 -2.392 0.01 0.05 -0.05
H -2.763 -3.224 -1.656 -0.10 0.05 0.04
H 0.121 -5.268 -1.846 -0.03 0.03 -0.03
H 2.414 -5.677 -2.655 -0.01 0.01 0.01
H 4.213 -4.196 -1.880 0.00 0.00 0.03
H 4.053 -1.742 0.739 -0.17 0.10 0.08
H 5.692 -3.952 -0.462 -0.01 -0.01 0.00
H 4.688 -4.132 0.977 0.02 0.01 0.02
H 6.004 -2.950 0.947 0.01 0.00 -0.02
H 5.451 -2.065 -1.936 -0.02 0.01 -0.01
H 5.738 -0.820 -0.721 0.02 -0.03 -0.01
H 4.279 -0.782 -1.728 0.01 0.04 0.04
H -3.691 3.964 2.846 0.02 0.00 0.00
H -5.711 3.141 1.699 0.01 0.00 0.00
H -5.534 1.166 0.239 0.01 -0.01 0.01
H -2.443 -0.581 -0.614 0.09 -0.06 0.01
H -5.063 -1.203 0.819 0.00 -0.03 -0.01
H -3.484 -1.910 1.170 0.06 0.01 0.07
H -4.334 -2.329 -0.324 0.03 -0.07 -0.04
H -5.318 -0.194 -1.507 0.00 0.02 -0.01
H -3.918 -0.686 -2.450 0.00 -0.08 -0.02
H -4.112 1.007 -1.964 -0.04 -0.09 0.02
H -1.736 3.831 3.509 -0.02 0.03 -0.01
H -0.042 3.350 1.035 -0.05 0.06 -0.08
H 0.442 4.423 2.376 0.03 0.00 -0.02
H -1.009 4.737 1.423 0.01 -0.01 -0.01
H -0.030 1.332 3.201 0.08 0.06 0.05
H -1.139 1.719 4.481 0.02 0.02 0.01
H 0.296 2.720 4.292 0.03 -0.02 -0.04
H -3.054 0.229 3.453 -0.02 0.08 -0.07
H -3.555 -1.073 5.462 0.00 0.00 -0.01
H -2.218 -3.005 6.135 0.01 0.01 0.00
H -0.093 -4.557 5.593 0.00 0.01 0.00
H 1.774 -4.976 4.074 0.00 0.01 -0.01
H 2.174 -3.599 2.065 -0.01 -0.01 0.01
I 1.779 2.710 -3.838 0.05 0.19 0.00
C 2.422 4.391 -2.754 -0.02 -0.17 -0.12
C 2.741 5.500 -3.482 0.02 0.04 0.03
C 3.346 6.604 -2.849 0.01 0.00 -0.02
C 3.668 6.529 -1.528 0.01 0.01 0.01
C 3.336 5.384 -0.765 -0.05 -0.09 -0.04
C 3.732 5.304 0.594 0.00 0.04 0.02
C 3.394 4.218 1.336 -0.03 -0.01 0.11
C 2.593 3.223 0.738 -0.01 0.01 -0.13
C 2.165 3.186 -0.556 -0.03 0.04 0.07
C 2.629 4.290 -1.349 0.09 0.09 0.05
H 2.551 5.529 -4.546 0.02 -0.01 0.00
H 3.586 7.484 -3.430 0.00 0.00 0.01
H 4.189 7.343 -1.038 -0.02 0.01 0.00
H 4.306 6.115 1.024 0.01 -0.01 -0.01
H 3.708 4.136 2.373 -0.01 0.03 0.00
H 2.736 2.038 2.452 -0.02 -0.01 0.01
N 2.093 2.183 1.676 0.08 -0.07 0.09
N 2.159 -0.273 0.231 0.01 0.00 0.08
H 1.189 2.461 2.069 0.01 -0.04 0.05
H 1.944 1.267 1.191 -0.02 -0.07 -0.23
H 2.914 -0.472 0.879 0.20 -0.09 -0.05
H 2.563 -0.202 -0.699 0.07 0.01 -0.04



# 2
116
Properties=species:S:1:pos:R:3:forces:R:3 method="wB97M-V/def2-TZVPD" homo_lumo_gap_ev=6.36 fmax_ev_per_a=1.54 mol_weight_g_mol=888.856 charge=+2
Ti 0.612 0.517 1.100 -1.13 -0.68 0.80
C -1.256 1.242 4.548 0.06 0.06 0.05
N -0.782 0.103 3.750 -0.01 -0.01 -0.11
C 0.076 -0.739 4.594 0.10 0.11 0.03
C 1.329 0.006 5.050 -0.02 -0.02 -0.01
C 1.832 0.997 4.015 -0.04 -0.24 0.00
N 2.096 0.333 2.730 0.17 -0.04 -0.24
C 3.329 0.070 2.501 -0.01 -0.11 0.03
C 3.897 -0.528 1.316 -0.09 0.09 0.23
C 5.255 -0.859 1.323 0.08 0.01 0.09
C 5.841 -1.464 0.231 0.03 -0.01 -0.03
C 5.053 -1.744 -0.881 0.05 -0.02 0.01
C 3.706 -1.418 -0.904 -0.06 -0.04 -0.22
C 3.123 -0.795 0.187 -0.15 -0.03 0.02
O 1.811 -0.450 0.188 1.25 -0.43 -0.63
C -1.935 -0.703 3.321 -0.10 0.16 0.01
C -3.006 0.100 2.605 0.11 0.06 -0.05
C -2.588 0.773 1.298 0.05 -0.01 0.34
N -1.307 1.512 1.365 -0.49 0.31 -0.24
C -1.438 2.790 1.453 0.02 -0.09 0.09
C -0.385 3.776 1.577 -0.15 -0.22 -0.08
C -0.712 5.107 1.836 -0.14 0.09 0.03
C 0.280 6.055 1.988 0.07 0.06 -0.01
C 1.615 5.672 1.882 -0.04 0.03 0.02
C 1.957 4.358 1.608 0.26 -0.12 -0.06
C 0.955 3.419 1.447 0.07 0.04 -0.16
O 1.259 2.136 1.151 0.15 1.27 0.18
H -1.982 0.911 5.301 -0.01 0.00 0.00
H -1.725 1.997 3.924 -0.01 0.00 0.01
H -0.428 1.713 5.071 -0.11 0.00 0.01
H 0.335 -1.628 4.021 0.03 -0.02 -0.03
H -0.478 -1.077 5.477 -0.06 -0.07 0.01
H 2.110 -0.724 5.268 0.04 0.01 0.04
H 1.148 0.553 5.976 0.00 -0.04 0.02
H 2.742 1.471 4.379 0.10 0.07 -0.02
H 1.099 1.781 3.844 0.04 0.08 -0.09
H 4.053 0.316 3.278 0.04 -0.02 0.06
H 5.842 -0.637 2.209 -0.02 -0.02 -0.06
H 6.892 -1.718 0.241 -0.06 0.01 0.00
H 5.494 -2.225 -1.746 -0.02 0.02 0.03
H 3.118 -1.647 -1.781 -0.01 0.00 0.00
H -2.400 -1.180 4.194 0.02 -0.01 0.05
H -1.557 -1.503 2.690 0.04 -0.13 -0.08
H -3.424 0.847 3.280 -0.03 -0.04 0.02
H -3.820 -0.583 2.361 -0.08 -0.02 -0.03
H -3.380 1.463 1.009 -0.05 0.05 -0.07
H -2.513 0.023 0.525 0.11 -0.14 -0.12
H -2.451 3.193 1.469 -0.03 0.05 0.04
H -1.756 5.388 1.929 0.05 -0.01 -0.02
H 0.022 7.087 2.186 0.02 -0.05 0.01
H 2.399 6.409 2.009 -0.03 -0.02 -0.02
H 2.990 4.047 1.499 -0.05 0.06 -0.01
C 0.639 -0.144 -2.689 -0.15 -0.27 0.16
N -0.162 -1.363 -2.673 0.02 0.02 0.06
C 0.106 -2.274 -1.578 0.05 0.28 -0.08
P -0.557 -1.831 0.107 -0.40 -0.44 -0.01
C 0.144 -3.265 1.001 0.07 0.17 0.09
C 1.150 -3.065 1.947 -0.07 -0.14 -0.08
C 1.737 -4.142 2.599 0.00 0.03 -0.01
C 1.324 -5.432 2.304 -0.01 -0.05 0.00
C 0.329 -5.643 1.357 -0.03 0.00 -0.03
C -0.259 -4.568 0.707 0.03 -0.05 0.00
C -2.325 -2.288 -0.086 0.03 -0.01 0.17
C -3.001 -2.963 0.937 0.00 0.00 -0.07
C -4.344 -3.287 0.802 0.01 0.00 0.04
C -5.032 -2.935 -0.352 -0.01 0.00 0.00
C -4.369 -2.272 -1.374 0.04 0.02 -0.03
C -3.023 -1.949 -1.247 0.01 0.03 0.06
C -0.267 -1.987 -3.970 -0.09 0.04 0.05
C 0.428 -3.142 -4.301 0.01 -0.07 0.00
C 0.294 -3.693 -5.572 -0.02 0.03 0.03
C -0.521 -3.087 -6.516 0.03 -0.01 0.00
C -1.216 -1.931 -6.182 0.00 0.01 0.03
C -1.098 -1.387 -4.912 -0.03 0.03 -0.03
P -0.069 1.115 -1.548 0.46 0.48 -0.36
C 1.082 2.524 -1.802 -0.02 -0.03 0.23
C 0.603 3.835 -1.810 -0.01 0.00 -0.04
C 1.479 4.909 -1.907 -0.06 -0.03 0.00
C 2.846 4.687 -1.986 0.03 0.00 0.02
C 3.335 3.387 -1.952 -0.01 0.01 0.01
C 2.461 2.314 -1.848 -0.02 -0.04 -0.06
C -1.530 1.637 -2.516 -0.09 -0.13 0.14
C -1.337 2.170 -3.795 -0.02 0.04 0.07
C -2.423 2.504 -4.585 0.02 0.02 -0.03
C -3.718 2.310 -4.114 -0.01 -0.01 -0.01
C -3.920 1.772 -2.854 0.01 -0.03 0.01
C -2.828 1.435 -2.060 0.01 0.02 -0.09
H 0.591 0.287 -3.683 0.04 0.05 -0.13
H 1.693 -0.316 -2.456 -0.01 -0.05 0.02
H 1.167 -2.500 -1.432 0.09 0.01 0.04
H -0.395 -3.213 -1.795 -0.04 -0.15 -0.04
H 1.485 -2.064 2.174 0.06 0.08 0.04
H 2.518 -3.976 3.332 -0.03 0.01 -0.03
H 1.774 -6.276 2.812 -0.02 0.04 -0.03
H 0.007 -6.651 1.123 0.01 0.05 0.02
H -1.043 -4.747 -0.020 0.02 -0.01 0.02
H -2.468 -3.278 1.826 -0.04 0.00 0.00
H -4.850 -3.828 1.594 0.05 0.05 -0.06
H -6.079 -3.192 -0.460 0.05 0.01 0.01
H -4.895 -2.015 -2.286 0.03 0.00 0.04
H -2.515 -1.439 -2.055 0.01 0.00 -0.04
H 1.076 -3.627 -3.578 -0.03 0.04 -0.04
H 0.834 -4.597 -5.820 -0.01 0.03 0.00
H -0.617 -3.513 -7.506 0.00 0.01 0.05
H -1.867 -1.461 -6.909 0.03 -0.01 0.03
H -1.656 -0.496 -4.639 0.03 -0.05 -0.01
H -0.463 4.026 -1.757 -0.02 -0.01 -0.03
H 1.089 5.920 -1.929 0.01 -0.05 0.00
H 3.530 5.522 -2.071 -0.04 -0.03 -0.01
H 4.401 3.207 -2.013 -0.02 0.00 0.00
H 2.869 1.311 -1.812 0.02 0.01 -0.01
H -0.335 2.332 -4.176 0.00 0.02 0.00
H -2.261 2.917 -5.573 -0.01 -0.01 0.04
H -4.566 2.574 -4.734 0.04 -0.01 0.02
H -4.925 1.605 -2.487 0.03 0.01 -0.01
H -3.002 0.988 -1.095 -0.01 0.03 0.00



For each record above, in turn, the calculated LUMO energy values are -0.17, -6.26 eV.
For each record above, in turn, the calculated DFT total energy values are -84826.9145, -107576.5579 eV.
For each record above, in turn, the calculated highest occupied orbital energy values are -6.2556, -12.6189 eV.